C30H31MoN6O7S3 as an isolated structure, computed with ωB97M-V/def2-TZVPD.

E_tot (eV): -89241.3535
Spin multiplicity: 1
HOMO-LUMO gap (eV): 6.6
Net charge: +1
Relative energy (zero: lowest compared OMol25 entry of this formula, charge and spin) (kJ/mol): 27.0
HOMO level (eV): -11.241

XYZ file:
```
78
Properties=species:S:1:pos:R:3:forces:R:3
Mo 0.1357 -2.2326 0.1059 -0.484 0.125 0.099
C -2.4757 -0.3941 0.1952 -0.013 0.013 0.025
C -1.6894 -1.3599 1.0243 0.044 -0.021 -0.049
N -0.4397 -1.0473 1.4735 0.186 -0.229 -0.128
N 0.0629 -0.6328 2.6609 -0.014 0.107 0.024
C 1.2909 -1.0194 2.7825 -0.055 0.000 0.030
S 2.0055 -2.0754 1.5748 0.077 0.004 0.063
S 2.3013 -0.4738 4.0708 0.021 0.012 0.023
C 1.2971 0.8832 4.7606 -0.023 -0.034 -0.093
C 1.1555 2.0663 3.8381 0.009 0.018 0.054
C 2.2683 2.8252 3.4836 0.008 -0.028 -0.032
C 2.1300 3.9442 2.6768 -0.025 0.002 0.002
C 0.8723 4.3197 2.2180 0.013 -0.012 0.000
C -0.2404 3.5649 2.5606 -0.010 -0.016 -0.004
C -0.0975 2.4427 3.3670 -0.002 0.017 0.003
C -2.3721 -2.4585 1.7603 0.034 -0.030 -0.015
C -3.5418 -2.3384 2.4977 -0.011 0.010 0.011
C -4.0518 -3.4512 3.1493 0.005 -0.002 -0.001
C -3.4020 -4.6785 3.0600 0.006 0.005 0.005
C -2.2404 -4.8178 2.3161 0.017 0.005 0.033
C -1.7448 -3.6958 1.6768 -0.026 0.008 -0.009
O -0.6395 -3.7502 0.8717 0.048 0.002 -0.035
H -1.8351 0.3446 -0.2826 0.012 0.009 -0.007
H -3.0388 -0.9310 -0.5664 -0.001 0.000 -0.001
H -3.1845 0.1350 0.8397 0.003 0.000 -0.004
H 0.3292 0.4813 5.0495 -0.021 -0.007 -0.007
H 1.8355 1.1566 5.6688 0.023 -0.013 -0.002
H 3.2492 2.5442 3.8500 -0.001 -0.002 0.004
H 2.9999 4.5381 2.4279 0.007 0.009 0.001
H 0.7597 5.2150 1.6188 0.001 0.005 -0.006
H -1.2246 3.8549 2.2145 0.006 -0.007 0.002
H -0.9653 1.8565 3.6407 -0.005 -0.004 -0.003
H -4.0545 -1.3869 2.5585 0.005 0.001 -0.002
H -4.9652 -3.3674 3.7217 0.000 0.002 -0.001
H -3.8143 -5.5403 3.5671 0.004 -0.002 0.000
H -1.7300 -5.7664 2.2236 -0.005 -0.003 -0.008
O -1.7406 -3.8078 -3.1867 -0.016 -0.045 0.038
C -0.9776 -3.4650 -2.3232 0.044 0.120 -0.108
O -1.1876 -2.4999 -1.4581 0.081 -0.031 0.098
C 0.3929 -4.1063 -2.2170 -0.009 -0.035 0.060
C 0.7995 -5.0814 -3.1034 0.001 -0.007 -0.013
C 2.0778 -5.6015 -2.9746 -0.002 0.004 0.004
C 2.9031 -5.1281 -1.9645 -0.001 -0.003 -0.008
C 2.4238 -4.1553 -1.1103 -0.001 0.014 0.005
N 1.1900 -3.6506 -1.2363 -0.005 -0.022 -0.023
H 0.1066 -5.4024 -3.8681 -0.001 0.004 0.000
H 2.4290 -6.3661 -3.6544 0.000 -0.001 0.000
H 3.9059 -5.5075 -1.8326 0.000 0.000 0.003
H 3.0319 -3.7678 -0.3038 0.000 0.000 0.001
C -2.8792 4.6156 -2.4178 0.002 0.004 0.008
C -1.4222 4.8313 -2.0259 -0.007 -0.003 -0.007
S -0.5313 3.3071 -2.2001 0.007 -0.012 0.038
O -0.4378 2.9663 -3.5966 0.000 0.000 -0.012
O -1.0781 2.3400 -1.2739 -0.003 -0.015 0.000
C 1.1253 3.6765 -1.6303 -0.003 -0.008 -0.019
C 2.1181 2.6549 -2.1870 0.006 0.019 -0.005
N 1.6425 1.2644 -2.1087 -0.002 0.006 0.007
C 1.3798 0.5946 -0.9732 -0.012 -0.020 -0.008
N 0.8008 -0.5858 -1.2453 0.110 0.062 -0.016
C 0.6672 -0.6489 -2.6143 -0.020 -0.028 0.009
C 1.1810 0.4748 -3.1468 -0.060 0.051 0.004
N 1.3120 0.7534 -4.5557 0.225 -0.221 -0.022
O 2.1269 1.5874 -4.9007 -0.074 0.084 0.000
O 0.6500 0.0593 -5.2899 -0.084 0.082 0.006
C 1.6748 1.1489 0.3658 0.004 0.033 -0.012
H -3.4192 5.5551 -2.3163 -0.001 0.000 -0.003
H -3.3489 3.8745 -1.7735 0.001 -0.001 0.000
H -2.9561 4.2830 -3.4514 0.001 0.002 -0.001
H -1.3144 5.1370 -0.9837 0.001 -0.001 0.002
H -0.9255 5.5548 -2.6732 0.002 -0.001 -0.001
H 1.0857 3.6983 -0.5417 -0.009 -0.007 0.013
H 1.4034 4.6639 -2.0004 -0.002 0.002 -0.005
H 3.0634 2.7268 -1.6509 -0.003 0.001 -0.001
H 2.3085 2.8520 -3.2343 0.007 -0.002 -0.002
H 0.2157 -1.4679 -3.1394 0.006 0.024 -0.012
H 2.3175 2.0223 0.2998 -0.016 0.005 -0.002
H 2.1887 0.4086 0.9709 0.015 -0.005 0.004
H 0.7510 1.4367 0.8714 -0.015 0.011 0.009
```
Forces are in eV/Å.

Mulliken population analysis, charges in e, atoms 1 to 8: number 1, Mo, carries -1.1684; number 2, C, carries -1.3877; number 3, C, carries 1.5366; number 4, N, carries 1.6301; number 5, N, carries -1.1117; number 6, C, carries 0.2907; number 7, S, carries -0.3196; number 8, S, carries -0.0617

=====

C30H31N5O2PRuS as an isolated structure, computed with ωB97M-V/def2-TZVPD.

E_tot (eV): -65864.9762
Spin multiplicity: 2
HOMO-LUMO gap (alpha / beta) (eV): 7.2 / 6.4
Net charge: 0
Relative energy (zero: lowest compared OMol25 entry of this formula, charge and spin) (kJ/mol): 49.1
HOMO level (alpha / beta) (eV): -7.708 / -7.534

XYZ file:
```
71
Properties=species:S:1:pos:R:3:forces:R:3
Ru 0.0986 0.4371 0.0911 -0.115 -0.569 0.137
N 2.3372 -3.3391 -0.4340 -0.027 0.049 -0.058
C 1.4434 -2.3111 -0.4324 0.210 -0.289 -0.088
S 1.8071 -0.9887 0.6235 0.485 -0.205 0.534
N 0.3929 -2.4224 -1.1905 -0.248 0.389 0.261
N -0.4340 -1.3411 -1.0222 0.158 0.059 -0.354
C -1.3162 -1.1413 -1.9224 -0.346 0.249 0.049
C -2.1843 0.0325 -1.7474 0.384 -0.513 0.053
C -3.1067 0.4402 -2.6904 -0.179 0.127 0.030
C -3.8985 1.5445 -2.4018 0.039 -0.103 -0.108
C -3.7751 2.1645 -1.1712 -0.008 -0.026 0.127
C -2.8189 1.6917 -0.2835 -0.060 -0.093 -0.039
N -2.0147 0.6731 -0.5770 -0.007 0.702 -0.195
H 3.2667 -3.1413 -0.1074 -0.003 0.007 0.012
H 2.2602 -3.9840 -1.2033 -0.022 -0.033 0.021
H -1.4043 -1.7952 -2.7822 -0.017 -0.031 0.029
H -3.1866 -0.0888 -3.6298 -0.016 0.006 0.004
H -4.6125 1.9060 -3.1301 -0.017 -0.011 0.012
H -4.4035 2.9980 -0.8906 0.012 -0.002 -0.014
H -2.7023 2.1116 0.7058 0.052 0.081 -0.029
O 2.3846 0.7850 -3.4594 0.012 0.049 0.021
C 1.9423 0.9906 -2.3466 -0.210 0.044 -0.052
O 0.7096 0.8317 -1.9784 0.027 -0.005 -0.017
C 2.8852 1.5057 -1.2448 -0.037 -0.115 0.068
P 1.8930 1.8755 0.2365 -0.294 0.515 -0.384
C 3.0401 1.9090 1.6349 0.009 -0.045 0.065
C 2.5929 1.6296 2.9252 0.038 -0.075 -0.029
C 3.4625 1.7283 4.0018 0.016 0.012 -0.015
C 4.7847 2.0945 3.7967 -0.006 -0.022 0.020
C 5.2426 2.3497 2.5114 0.011 0.011 -0.030
C 4.3759 2.2550 1.4329 0.002 0.050 0.051
C 1.4084 3.6213 -0.0340 0.073 0.039 0.122
C 1.9849 4.6701 0.6772 0.004 0.017 -0.011
C 1.5453 5.9733 0.4850 0.005 -0.009 -0.003
C 0.5323 6.2398 -0.4230 0.005 -0.009 -0.001
C -0.0391 5.1985 -1.1425 -0.003 0.004 -0.015
C 0.3881 3.8948 -0.9459 0.063 -0.009 -0.031
H 3.4230 2.3849 -1.5971 0.007 -0.011 -0.033
H 3.5986 0.7143 -1.0209 0.059 0.002 0.047
H 1.5757 1.2986 3.0887 -0.065 0.024 -0.009
H 3.1036 1.5112 4.9997 0.007 -0.014 -0.013
H 5.4644 2.1658 4.6365 -0.010 0.012 -0.008
H 6.2763 2.6252 2.3465 -0.001 -0.015 0.001
H 4.7439 2.4566 0.4351 -0.006 0.016 -0.007
H 2.7707 4.4748 1.3968 -0.019 -0.006 0.003
H 1.9934 6.7790 1.0527 -0.001 -0.006 -0.007
H 0.1880 7.2556 -0.5701 0.003 -0.013 0.002
H -0.8242 5.4010 -1.8604 -0.001 -0.001 0.009
H -0.0593 3.0832 -1.5068 -0.011 -0.033 -0.014
C -0.2616 4.4419 4.2382 -0.004 0.011 0.006
N -1.0933 4.0806 3.1153 -0.042 0.006 -0.043
C -2.5128 4.3002 3.2822 0.010 -0.024 0.026
C -0.6691 2.9444 2.3306 -0.033 -0.075 0.118
C -0.9391 1.5312 2.8375 0.003 0.032 0.002
C -1.4657 1.3585 4.1173 -0.009 0.012 -0.031
C -1.6460 0.0990 4.6662 0.009 -0.021 0.000
C -1.3090 -1.0135 3.9141 -0.025 -0.006 0.009
C -0.7960 -0.8503 2.6349 -0.074 0.046 -0.102
C -0.5855 0.4096 2.0560 0.026 -0.142 -0.011
H -0.6016 5.3961 4.6459 0.015 0.012 -0.022
H 0.7719 4.5731 3.9069 -0.005 -0.023 -0.011
H -0.2580 3.7101 5.0611 -0.015 0.037 -0.005
H -2.7625 5.3584 3.1507 0.025 -0.001 0.018
H -2.8980 3.9935 4.2642 -0.004 -0.041 -0.010
H -3.0648 3.7306 2.5324 0.010 0.029 -0.009
H 0.4077 3.0543 2.2099 0.088 0.003 0.022
H -1.0692 3.0653 1.3198 0.006 -0.030 -0.047
H -1.7354 2.2279 4.7005 0.018 -0.013 -0.002
H -2.0394 -0.0074 5.6697 -0.018 -0.001 -0.018
H -1.4406 -2.0103 4.3184 -0.014 0.005 -0.012
H -0.5652 -1.7403 2.0619 0.082 -0.018 0.006
```
Forces are in eV/Å.

Mulliken population analysis, charges in e, atoms 1 to 8: number 1, Ru, carries 0.0660; number 2, N, carries -0.4424; number 3, C, carries 0.6294; number 4, S, carries -0.4397; number 5, N, carries -1.4675; number 6, N, carries 0.9716; number 7, C, carries -0.6933; number 8, C, carries 0.6223

=====

C30H32F2I2N3OSV as an isolated structure in a non-equilibrium geometry, computed with ωB97M-V/def2-TZVPD.

E_tot (eV): -96304.4737
Spin multiplicity: 2
HOMO-LUMO gap (alpha / beta) (eV): 3.8 / 3.8
Net charge: -1
HOMO level (alpha / beta) (eV): -1.716 / -1.729

XYZ file:
```
72
Properties=species:S:1:pos:R:3:forces:R:3
V -0.6746 -1.9250 0.2845 0.906 -0.601 0.233
I 3.0943 3.4453 3.4622 -0.297 -0.416 -0.099
C 1.9629 1.6770 3.1147 0.346 0.571 0.110
C 0.6648 1.5890 3.5864 0.171 0.200 0.058
C -0.0517 0.4462 3.3213 -0.712 -0.415 0.064
I -2.0517 0.2610 3.9617 0.320 0.171 -0.040
C 0.4366 -0.6392 2.5427 1.010 1.344 0.817
O -0.2817 -1.6419 2.2711 -0.250 -0.792 -0.661
C 1.7949 -0.4973 2.1104 -0.128 -0.284 -0.055
C 2.3814 -1.6503 1.3397 0.268 0.113 0.489
N 1.6200 -1.9231 0.1327 -0.380 -0.557 -0.123
C 1.9426 -1.1304 -1.0312 0.199 0.298 -0.600
C 0.7157 -0.8245 -1.8637 1.299 0.776 -1.058
C 0.8494 0.0306 -2.9371 -0.201 -0.492 0.343
C -0.2552 0.3402 -3.7298 -0.335 0.214 -0.236
C -1.4630 -0.2689 -3.3875 0.476 -0.020 -0.095
C -1.5128 -1.1244 -2.3142 -1.215 -0.131 -0.762
N -0.4612 -1.4017 -1.5094 0.731 0.240 0.465
C 2.5283 0.6345 2.3988 0.076 0.036 -0.022
H 0.2151 2.3999 4.1404 -0.020 0.021 0.039
H 3.4470 -1.4557 1.1203 -0.196 -0.049 0.053
H 2.3240 -2.5455 1.9749 -0.001 0.098 -0.184
H 1.7050 -2.9029 -0.1068 -0.069 0.002 0.087
H 2.4001 -0.1853 -0.7166 -0.048 -0.100 0.027
H 2.6826 -1.6447 -1.6765 -0.100 0.161 0.266
H 1.8201 0.4548 -3.1605 0.095 0.038 0.077
H -0.1750 1.0184 -4.5639 -0.004 0.072 -0.110
H -2.3590 -0.0866 -3.9634 -0.099 -0.025 0.004
H -2.4349 -1.6246 -2.0564 -0.072 0.056 0.021
H 3.5529 0.7085 2.0563 0.051 -0.020 -0.054
F -3.2506 -0.8036 0.4862 -0.738 0.745 -0.011
C -2.6623 -2.0632 0.4705 -1.460 -0.391 -0.378
F -2.9011 -2.5627 1.7394 -0.292 -0.343 0.666
H -3.3370 -2.6624 -0.1805 0.340 0.106 0.001
N -0.8161 0.7143 0.2570 -0.021 -0.759 0.182
S -1.2616 1.8918 -0.6615 0.412 0.456 0.662
C -1.9799 3.0940 0.4946 -0.070 0.071 -0.360
C -1.1879 3.8904 1.3114 0.146 -0.187 -0.185
C -1.7817 4.6752 2.2806 -0.132 0.073 0.131
C -3.1608 4.6650 2.4341 0.043 -0.052 -0.057
C -3.9488 3.8709 1.6124 -0.031 0.130 0.224
C -3.3623 3.0880 0.6371 0.285 -0.162 -0.126
C 0.2442 2.8362 -1.0904 0.120 -0.048 -0.262
C 0.2141 3.8332 -2.0568 -0.250 -0.317 0.343
C 1.3985 4.3909 -2.4928 0.321 0.160 -0.089
C 2.6115 3.9678 -1.9641 -0.079 -0.113 0.163
C 2.6317 2.9781 -0.9870 0.292 0.345 -0.250
C 1.4532 2.4059 -0.5605 -0.647 -0.088 0.165
H -0.5706 1.0417 1.1843 0.079 0.223 0.077
H -0.1118 3.8904 1.1958 0.043 -0.014 0.012
H -1.1657 5.2868 2.9260 0.024 0.025 0.018
H -3.6164 5.2695 3.2028 -0.086 0.064 0.089
H -5.0190 3.8443 1.7565 -0.087 0.019 -0.044
H -3.9565 2.4471 0.0039 -0.100 -0.103 -0.046
H -0.7372 4.1631 -2.4460 -0.114 0.038 -0.189
H 1.3904 5.1518 -3.2585 -0.047 0.122 -0.066
H 3.5376 4.4158 -2.2971 0.028 0.000 -0.069
H 3.5752 2.6559 -0.5708 0.072 -0.045 0.091
H 1.4383 1.6237 0.1888 0.011 -0.064 -0.035
C 0.6718 -4.7007 -1.8951 0.224 0.099 0.291
C 0.4391 -4.8949 -0.3938 -0.432 -0.280 -0.170
C 0.1829 -6.3818 -0.1107 0.370 0.215 0.007
C -0.7208 -4.0342 0.1059 0.353 0.006 0.280
H 1.6249 -5.1276 -2.2124 0.068 -0.085 -0.102
H 0.6521 -3.6440 -2.1573 0.013 0.082 -0.065
H -0.1208 -5.1908 -2.4578 -0.147 -0.033 -0.076
H 1.3621 -4.6483 0.1519 0.090 0.022 0.009
H -0.7515 -6.6980 -0.5678 -0.170 -0.007 -0.086
H 0.1127 -6.5527 0.9611 -0.052 -0.064 0.123
H 0.9877 -7.0011 -0.5085 0.119 -0.207 -0.042
H -0.9205 -4.3215 1.1465 -0.205 -0.181 0.103
H -1.6015 -4.3358 -0.4790 -0.113 0.034 0.019
```
Forces are in eV/Å.

Mulliken population analysis, charges in e, atoms 1 to 8: number 1, V, carries 0.5769; number 2, I, carries -0.0316; number 3, C, carries -0.4447; number 4, C, carries 0.0965; number 5, C, carries -1.0160; number 6, I, carries 0.0322; number 7, C, carries 0.2774; number 8, O, carries -0.6731